Here is a single C4H8O2 molecule from the OMol25 dataset. Energies are from ωB97M-V with the def2-TZVPD basis set.

The geometry in ORCA input format:
```
! RIJCOSX wB97M-V def2-TZVPD def2/J DEFGRID3
* xyz 0 1
C 1.46 0.33 -0.43
C 0.21 -0.02 0.36
C -1.10 0.28 -0.37
O -1.61 1.50 0.12
C 0.24 -1.45 0.86
O 1.16 -2.22 0.71
H 2.36 0.15 0.16
H 1.44 1.38 -0.73
H 1.53 -0.29 -1.34
H 0.17 0.59 1.28
H -0.91 0.33 -1.45
H -1.83 -0.54 -0.21
H -2.43 1.70 -0.35
H -0.68 -1.77 1.40
*
```

Results
energy relative to the best compared isomer or geometry (same formula, charge and spin): 118.9 kJ/mol
E_LUMO: 0.029 Eh
HOMO level: -9.91 eV
frontier orbital gap: 10.69 eV
structure (SMILES): C[C@H](C=O)CO
max |F|: 0.68 eV/A

natural (NBO) atomic charge list, values in e, 2 entries: number 1, C, carries -0.605; number 2, C, carries -0.364